1.
{
  "formula": "C11H23Cl15O8P2",
  "method": "ωB97M-V with the def2-TZVPD basis set",
  "e_above_lowest_kcal_mol": 324.6,
  "e_homo_ev": -8.25,
  "orbital_gap_ha": 0.3029,
  "energy_ha": -8620.0965,
  "elements": ["C", "O", "P", "O", "O", "C", "O", "C", "H", "H", "H", "H", "H", "H", "H", "H", "H", "C", "O", "P", "O", "O", "C", "O", "C", "H", "H", "H", "H", "H", "H", "H", "H", "H", "C", "Cl", "Cl", "Cl", "H", "C", "Cl", "Cl", "Cl", "H", "C", "Cl", "Cl", "Cl", "H", "C", "Cl", "Cl", "Cl", "H", "C", "Cl", "Cl", "Cl", "H"],
  "positions_angstrom": [[-1.601882, -1.620169, -1.455165], [-0.695032, -1.811054, -2.475625], [-0.957602, -1.148417, -3.918109], [0.024262, -1.351769, -4.985408], [-2.524230, -1.598796, -4.251125], [-2.710226, -2.885683, -4.690721], [-1.251046, 0.423114, -3.650178], [-0.288286, 1.484254, -3.736386], [-1.307228, -0.609104, -1.174072], [-1.541553, -2.350850, -0.648589], [-2.662622, -1.455389, -1.644321], [-2.974252, -3.618031, -3.927791], [-1.825398, -3.320494, -5.155597], [-3.515701, -2.931391, -5.423677], [-0.917505, 2.335173, -3.997388], [0.352901, 1.249719, -4.586079], [0.199129, 1.703027, -2.786301], [-0.850902, 0.227085, 2.691181], [-0.685032, 0.781637, 1.391912], [0.636615, 0.286921, 0.583950], [1.967480, 0.711400, 1.194486], [0.295938, 0.915672, -0.894937], [0.748822, 2.233991, -1.106897], [0.472309, -1.319383, 0.359069], [1.438218, -2.029778, -0.478587], [-1.850037, 0.294653, 3.121622], [-0.203463, 0.913667, 3.236631], [-0.515689, -0.795170, 2.866423], [1.748168, 2.084311, -1.515588], [0.831947, 2.894409, -0.243742], [0.139447, 2.722904, -1.866982], [1.763562, -2.907294, 0.080173], [2.243724, -1.394968, -0.847721], [0.995683, -2.297654, -1.438019], [-2.487731, 0.747654, 5.267348], [-1.387948, 1.997990, 4.869985], [-2.607936, -0.572115, 4.010360], [-4.035813, 1.462705, 5.687528], [-2.160115, 0.226322, 6.166787], [-1.765492, 4.008540, -0.510813], [-0.973361, 5.663476, -0.622738], [-3.440128, 4.228142, -0.284630], [-0.998014, 2.878903, 0.648126], [-1.737979, 3.508130, -1.478767], [4.377433, 2.195135, 1.113616], [4.885201, 0.493616, 1.332681], [2.763355, 2.308825, 0.411297], [5.465327, 3.123899, 0.095650], [4.390168, 2.600133, 2.125508], [2.550441, 0.270974, 3.590214], [4.037409, 0.934446, 4.432882], [1.128237, 0.666737, 4.595725], [2.656334, -1.396245, 3.270258], [2.413954, 0.844813, 2.673598], [0.425226, -4.426487, 0.683272], [-1.206788, -3.742551, 0.952209], [0.394430, -6.201078, 0.727722], [1.591569, -3.711284, 1.848258], [0.741706, -3.927224, -0.232518]],
  "atomic_forces_ev_per_a": [[-1.3, 2.5, 2.0], [0.7, -1.3, -3.4], [-2.1, 1.7, -0.3], [0.0, -0.7, 0.8], [2.2, 2.1, 1.0], [-0.2, -2.4, -1.0], [-0.4, -1.7, 0.7], [-0.7, -0.5, -1.0], [-0.5, -0.2, 1.3], [0.5, 0.5, -0.8], [-0.1, -0.7, -1.2], [-0.1, 0.3, 0.6], [0.2, 0.2, -0.3], [0.0, 0.3, 0.0], [0.2, 0.3, -0.1], [0.4, 0.3, 0.3], [-0.2, -1.2, -1.8], [2.9, 2.7, -0.9], [1.8, -3.4, -2.1], [0.1, -1.0, 0.4], [-7.3, -7.4, 0.0], [0.2, -1.3, 2.5], [2.1, 1.1, -1.5], [0.7, 1.8, -0.2], [0.2, 0.9, -1.1], [2.6, 2.7, -4.3], [-0.9, -1.0, -0.4], [0.1, -0.2, -0.8], [-0.3, 0.5, -0.7], [0.2, -0.5, -0.8], [0.0, 0.4, 1.0], [0.9, 1.6, -0.8], [0.4, 0.2, 0.8], [-0.5, -0.2, 0.4], [-0.6, -1.0, 0.7], [-0.1, 1.3, 0.4], [-6.0, -3.7, 6.5], [-0.4, -0.2, -0.3], [0.2, 0.1, -0.4], [1.2, 0.4, -0.5], [-0.1, -1.3, 0.1], [-1.4, 0.1, 0.8], [-3.5, 3.1, 0.5], [0.7, 0.4, 0.1], [-0.5, 0.0, 0.2], [0.3, 0.2, -0.6], [6.2, 7.5, -1.9], [0.6, -0.1, 0.1], [-0.1, 0.1, -0.3], [0.8, 1.7, 1.8], [-0.7, -0.4, -0.1], [2.4, -0.3, 1.7], [0.3, -0.5, 0.2], [0.4, -0.5, 0.9], [-0.4, 0.2, 0.7], [0.2, -1.0, 0.8], [0.2, 0.9, -0.2], [-0.8, -1.8, 1.0], [-0.4, -1.6, -0.2]],
  "lowdin_charge": [-0.1648, -0.2294, 0.4930, -0.2160, -0.2143, -0.1686, -0.2175, -0.0660, 0.0672, -0.0153, 0.1065, 0.0861, 0.0844, 0.0922, 0.1020, 0.0985, 0.0149, -0.3930, -0.4177, 0.5737, -0.6249, -0.2393, -0.3869, -0.2903, -0.1312, -0.2156, -0.0958, 0.0703, 0.0676, -0.0373, 0.0618, -0.0414, 0.1120, 0.0844, -1.3892, 0.6567, 0.7469, 0.5708, 0.0310, -1.4473, 0.4897, 0.6003, 0.8033, 0.0035, -1.4039, 0.5556, 0.7869, 0.5497, 0.0009, -1.4656, 0.4902, 0.5947, 0.6000, -0.0658, -1.4042, 0.6249, 0.5663, 0.5707, -0.0152]
}



2.
{
  "formula": "C11H23Cl15O8P2",
  "method": "ωB97M-V with the def2-TZVPD basis set",
  "smiles": "COP(=O)(OC)OC.COP(=O)(OC)OC.ClC(Cl)Cl.ClC(Cl)Cl.ClC(Cl)Cl.ClC(Cl)Cl.ClC(Cl)Cl",
  "e_above_lowest_kcal_mol": 61.2,
  "e_homo_ev": -10.74,
  "orbital_gap_ha": 0.3995,
  "energy_ha": -8620.5161,
  "elements": ["C", "O", "P", "O", "O", "C", "O", "C", "H", "H", "H", "H", "H", "H", "H", "H", "H", "C", "O", "P", "O", "O", "C", "O", "C", "H", "H", "H", "H", "H", "H", "H", "H", "H", "Cl", "C", "Cl", "Cl", "H", "Cl", "C", "Cl", "Cl", "H", "Cl", "C", "Cl", "Cl", "H", "Cl", "C", "Cl", "Cl", "H", "Cl", "C", "Cl", "Cl", "H"],
  "positions_angstrom": [[2.496648, -3.765730, 5.840513], [1.194678, -3.608570, 6.307643], [0.484708, -2.147050, 6.596543], [0.674328, -1.100620, 5.539173], [-1.028972, -2.465900, 7.085853], [-2.095432, -2.328870, 6.160573], [1.204148, -1.765400, 8.006613], [1.133728, -2.723100, 9.004653], [3.104548, -3.460390, 6.692173], [2.735618, -3.105740, 5.006603], [2.734568, -4.757710, 5.456493], [-1.821812, -1.750040, 5.278423], [-2.742002, -1.583970, 6.624453], [-2.583662, -3.269600, 5.906113], [1.948578, -3.440640, 9.100853], [0.249368, -3.360270, 9.000093], [1.081088, -2.272120, 9.995593], [0.562668, 0.186990, -6.830357], [-0.342562, -0.895200, -6.593057], [-1.062842, -1.856580, -7.708957], [-1.895642, -2.969960, -7.198307], [0.253318, -2.310510, -8.592357], [0.878288, -3.606110, -8.257347], [-1.823052, -0.830260, -8.752287], [-3.065432, -0.324420, -8.315357], [0.762188, 0.453910, -7.868167], [1.500108, -0.163430, -6.398497], [0.203548, 1.035970, -6.248667], [0.879578, -4.342330, -9.061137], [0.497618, -3.994520, -7.312727], [1.870068, -3.346620, -7.887027], [-3.062832, 0.764530, -8.362987], [-3.363392, -0.705250, -7.338477], [-3.842552, -0.553510, -9.044547], [-0.661482, 1.508130, -1.245907], [0.818628, 1.986740, -0.326197], [1.340668, 3.580690, -0.913827], [2.167978, 0.743030, -0.340477], [0.511468, 2.096160, 0.713883], [3.680798, 4.102880, 4.867783], [3.724958, 4.181010, 6.596563], [3.117738, 5.766510, 7.114833], [5.308688, 3.965670, 7.384223], [3.084328, 3.401820, 7.009533], [-1.456412, -4.038050, -0.049477], [-1.316622, -4.498170, -1.763497], [-2.502972, -5.792270, -2.063317], [0.285288, -5.087390, -2.247867], [-1.553262, -3.631350, -2.380517], [2.065478, 9.775310, -5.622217], [1.991188, 8.049890, -5.183367], [3.676968, 7.509530, -5.073107], [1.098658, 7.049660, -6.398357], [1.489908, 7.810500, -4.245547], [-5.410212, 3.809400, 2.111723], [-4.897932, 4.513460, 3.641743], [-3.281262, 4.084300, 4.108133], [-6.041322, 3.878380, 4.930323], [-4.960452, 5.597160, 3.542843]],
  "atomic_forces_ev_per_a": [[1.4, 1.2, -0.1], [-3.2, 0.8, 0.0], [1.5, 0.3, -0.4], [-0.5, -1.9, 1.8], [2.3, -0.4, -0.7], [-0.7, 1.6, -0.3], [-0.6, 0.3, -1.8], [-0.5, -1.5, 2.5], [0.8, -0.4, -0.3], [-0.2, 0.3, 0.0], [-0.5, -0.2, 0.6], [0.6, -0.6, -0.3], [-0.7, -0.6, 0.3], [0.2, 0.1, 0.2], [0.5, 0.3, -0.8], [-0.3, 0.2, -0.5], [0.1, 0.6, -0.2], [0.5, -0.4, 0.5], [-1.8, -1.2, -0.9], [1.4, 0.5, -1.1], [0.9, 1.5, 0.0], [-1.5, -0.6, 0.5], [0.3, 1.2, 1.5], [1.8, -1.5, 1.1], [-1.1, 0.6, -0.4], [-0.5, -0.2, -0.1], [0.2, 0.3, 0.0], [0.0, 0.0, -0.2], [-0.2, 0.5, 0.0], [-0.9, -0.3, -0.4], [0.4, 0.0, -0.9], [0.4, 0.1, 0.5], [0.0, 0.1, 0.0], [0.1, -0.6, 0.0], [1.0, -0.1, 0.4], [-0.1, -0.3, -0.1], [0.2, -0.6, 0.2], [-1.2, 1.0, -0.3], [0.2, -0.1, -0.3], [0.4, -0.3, -0.4], [-0.2, 0.3, 1.1], [-0.3, 0.0, 0.1], [0.0, -0.2, -0.6], [0.0, 0.2, -0.2], [0.4, 0.1, -0.4], [-0.3, -0.4, 0.0], [0.1, 0.3, -0.2], [-0.2, 0.3, 0.4], [0.0, -0.2, 0.2], [-0.7, -0.6, 0.3], [0.3, -0.5, -0.7], [-0.2, -0.3, 0.1], [0.4, 0.6, 0.4], [0.2, 0.7, -0.1], [0.3, 0.1, -0.1], [-1.0, -0.5, 0.6], [0.4, -0.1, -0.1], [0.5, 0.7, -0.6], [-0.2, -0.3, 0.3]],
  "lowdin_charge": [-0.1250, -0.2434, 0.5151, -0.2522, -0.2202, -0.1041, -0.1978, -0.1681, 0.0872, 0.0872, 0.0921, 0.0791, 0.0924, 0.0952, 0.0875, 0.0842, 0.0911, -0.0938, -0.2480, 0.4946, -0.2403, -0.2477, -0.0742, -0.2279, -0.1317, 0.0901, 0.0868, 0.0880, 0.0902, 0.0742, 0.0813, 0.0863, 0.0857, 0.0872, 0.4789, -1.4592, 0.4994, 0.4726, 0.0080, 0.5538, -1.5651, 0.4921, 0.5035, 0.0156, 0.5009, -1.5195, 0.4923, 0.5084, 0.0171, 0.5050, -1.4938, 0.4956, 0.4777, 0.0155, 0.5174, -1.5248, 0.5404, 0.4486, 0.0185]
}



3.
{
  "formula": "C11H23CuFNO2P2",
  "method": "ωB97M-V with the def2-TZVPD basis set",
  "e_above_lowest_kcal_mol": 18.3,
  "multiplicity": 2,
  "s_squared": 0.790,
  "e_homo_ev": [-11.72, -11.85],
  "orbital_gap_ha": [0.3229, 0.2514],
  "total_charge": 1,
  "energy_ha": -3061.0003,
  "elements": ["Cu", "P", "C", "C", "N", "C", "C", "C", "C", "C", "P", "H", "H", "H", "H", "H", "H", "H", "H", "O", "H", "H", "O", "H", "C", "H", "H", "H", "C", "H", "H", "H", "C", "H", "H", "H", "C", "H", "H", "H", "F"],
  "positions_angstrom": [[-0.105027, -0.041135, -0.100114], [1.827738, -0.944837, 0.049185], [2.179897, -1.695176, -1.549320], [0.988566, -1.944061, -2.305620], [-0.212467, -1.527573, -1.761567], [-1.359533, -1.655874, -2.427768], [-1.454651, -2.349123, -3.655903], [-0.272054, -2.772978, -4.274714], [0.936929, -2.569082, -3.599143], [-2.589251, -0.999385, -1.760875], [-2.126765, 0.474218, -0.735626], [1.883958, -2.630640, -4.126173], [-2.465451, -2.479451, -4.058715], [-0.339104, -3.218663, -5.282585], [-3.260437, -0.630629, -2.551603], [-3.096977, -1.706890, -1.072602], [4.007281, 2.505048, -3.586237], [2.989038, -2.389633, -1.796521], [0.397063, 4.681209, -0.825271], [3.232064, 2.968322, -3.886446], [3.011952, 2.675524, -4.798612], [-0.696861, 1.068370, 1.482750], [-0.277654, 4.655263, -0.151508], [-0.141715, 5.547539, 0.204233], [-2.166458, 1.759456, -2.021463], [-3.058684, 1.644058, -2.643424], [-2.016647, 2.753353, -1.581040], [-1.322865, 1.548705, -2.673345], [-3.642587, 0.884618, 0.254672], [-3.432372, 1.781944, 0.865249], [-4.527004, 1.090217, -0.395955], [-3.812679, 0.087301, 1.005320], [1.932757, -2.395488, 1.161770], [2.932194, -2.865990, 1.013386], [1.696563, -2.046979, 2.179783], [1.086991, -3.061540, 0.929072], [3.109869, 0.196504, 0.585778], [2.791346, 0.526574, 1.581227], [4.110281, -0.246433, 0.616680], [3.071908, 1.095686, -0.032035], [-0.530851, 1.408354, 2.390380]],
  "atomic_forces_ev_per_a": [[-0.7, -0.4, -0.6], [1.0, -0.1, 0.9], [-1.1, -0.9, -0.5], [-1.4, -0.3, -0.9], [0.2, 0.2, -0.9], [0.0, -0.1, 0.6], [-0.1, 0.3, 0.5], [-0.4, 0.1, 0.4], [0.4, 1.0, 0.1], [0.4, -0.4, 0.0], [-1.5, 0.8, 0.0], [-0.1, -0.6, 0.1], [0.6, 0.0, -0.2], [0.3, 0.2, 0.7], [-0.1, -0.4, 0.4], [0.1, 0.2, -0.6], [0.4, -0.3, -0.2], [0.2, 0.7, 0.2], [0.4, -0.5, -0.6], [-1.0, 0.1, -0.8], [0.6, 0.2, 1.0], [0.3, 0.9, 2.0], [0.1, 0.7, 0.2], [-0.5, -0.3, 0.3], [0.6, -0.1, 0.0], [-0.1, 0.4, 0.3], [-0.3, -0.2, -0.2], [0.2, 0.2, -0.2], [0.2, -0.2, 0.3], [0.0, -0.2, -0.5], [0.7, -0.4, 0.5], [-0.2, 0.3, -0.6], [-0.2, 0.2, -0.1], [-0.9, 0.1, 0.5], [0.7, -0.1, -0.2], [0.6, 0.0, -0.2], [0.4, 0.0, 0.1], [0.2, -0.2, 0.0], [-0.1, 0.3, 0.0], [0.2, -0.2, -0.1], [-0.4, -0.7, -1.7]],
  "mulliken_spin": [-0.0040, 0.0171, 0.5859, -0.0671, 0.1194, -0.0320, 0.1800, -0.0597, 0.2084, -0.0075, -0.0031, 0.0012, 0.0063, -0.0008, -0.0002, 0.0002, 0.0000, -0.0002, 0.0000, 0.0002, 0.0000, 0.0001, 0.0000, 0.0000, 0.0007, 0.0001, 0.0000, -0.0002, 0.0002, 0.0000, 0.0000, -0.0001, 0.0300, 0.0014, 0.0064, -0.0004, 0.0184, -0.0006, 0.0010, -0.0012, 0.0000]
}